Record 1
38
Properties=species:S:1:pos:R:3:forces:R:3 method="wB97M-V/def2-TZVPD" multiplicity=1 relative_energy_kcal_mol=2.05 total_charge=+2 gap_ha=0.221
O -0.0783 0.0151 -6.2481 -0.8 0.0 1.3
C -0.9192 -0.0535 -5.3675 -0.3 -1.3 -1.8
Y 0.0968 -0.2372 -3.0175 0.4 1.1 0.4
O 2.9125 0.0405 -5.3702 -3.6 -0.6 3.2
C 2.0486 -0.0895 -4.6164 4.5 0.6 -3.7
C -2.3381 -0.3306 -3.2387 -5.5 -0.3 0.1
O -3.4785 -0.4151 -3.4186 4.6 0.4 0.5
C -0.6992 -2.3547 -3.8760 -2.0 -5.0 -1.7
O -1.1916 -3.3254 -4.2578 1.9 3.9 1.4
C -0.7806 1.6819 -4.1820 -0.8 4.2 -0.8
O -1.1722 2.6491 -4.7044 1.1 -3.6 1.5
H -1.9795 -0.4046 -5.6113 0.7 0.6 -0.4
C -0.4535 0.6979 3.7256 -0.2 0.1 0.9
N -0.7652 0.7300 2.3127 -0.2 0.1 0.3
N 0.0491 0.2208 1.3586 0.2 -0.2 -0.7
C -0.5139 0.4480 0.1460 -1.1 0.8 1.4
O 0.0410 0.0517 -0.9528 0.1 -0.2 -0.8
C -1.7303 1.1372 0.3858 0.6 -0.5 -0.9
C -1.8524 1.2754 1.7508 0.3 -0.1 0.2
C -2.9227 1.8661 2.5832 -0.7 0.4 0.1
C 1.2629 -0.4731 1.6596 0.4 -0.3 0.0
C 1.2562 -1.4761 2.6301 0.2 0.0 -0.1
C 2.4623 -2.0923 2.9721 0.0 0.2 -0.4
C 3.6435 -1.7383 2.3009 -0.3 0.2 0.1
C 3.6268 -0.7491 1.3071 -0.2 -0.4 0.2
C 2.4297 -0.1204 0.9793 -0.1 0.1 0.1
H 0.6235 0.6092 3.8929 -0.3 0.1 -0.1
H -0.9847 -0.1232 4.2261 0.3 0.1 -0.2
H -0.8189 1.6267 4.1758 0.2 -0.1 -0.2
H -2.4141 1.4689 -0.3802 0.0 0.0 0.2
H -3.3791 1.1218 3.2552 0.3 0.2 -0.2
H -2.5654 2.7133 3.1888 0.0 -0.3 -0.2
H -3.7213 2.2472 1.9360 0.2 -0.1 0.2
H 0.3195 -1.7529 3.1156 0.3 0.0 -0.1
H 2.4630 -2.8431 3.7608 0.1 0.1 -0.3
H 4.5842 -2.2124 2.5758 -0.2 0.1 -0.1
H 4.5410 -0.4594 0.7927 -0.2 -0.1 0.2
H 2.3981 0.6504 0.2097 0.0 -0.1 0.3

---

Record 2
39
Properties=species:S:1:pos:R:3:forces:R:3 method="wB97M-V/def2-TZVPD" multiplicity=5 relative_energy_kcal_mol=0.00 total_charge=+1 gap_ha="0.291 / 0.229"
Rh -0.5982 0.8274 0.0179 0.0 0.1 0.1
O 1.4240 -4.1927 -0.7544 0.0 0.0 0.0
C 0.0796 -4.3735 -0.9881 0.0 0.0 0.0
C -0.4356 -5.5525 -1.4973 0.0 0.0 0.0
C -1.8009 -5.6579 -1.7190 0.0 0.0 0.0
C -2.6420 -4.5927 -1.4373 0.0 0.0 0.0
C -2.1141 -3.4158 -0.9268 0.0 0.0 0.0
C -0.7521 -3.2963 -0.6986 0.0 0.0 0.0
C -0.1475 -2.0438 -0.1120 0.0 0.0 0.0
O -1.0889 -1.0540 0.1321 0.0 -0.1 0.0
N 0.8620 -1.4914 -1.0481 0.0 0.0 0.0
N 0.9897 -0.1813 -0.9810 0.0 0.0 -0.1
C 2.0161 0.5196 -1.5605 0.0 0.0 0.1
C 1.7789 1.8203 -1.6612 0.0 0.0 -0.1
Br -2.1816 2.6544 1.0642 -0.2 0.0 0.0
C 1.2467 2.9960 -1.4442 0.0 0.0 0.0
C 1.1078 3.5878 -0.0921 0.1 0.0 0.0
C 1.4572 2.8629 1.0514 0.0 0.0 0.0
C 1.2183 3.3885 2.3132 0.0 0.0 0.1
C 0.6192 4.6360 2.4475 0.0 0.0 0.0
C 0.2745 5.3613 1.3139 0.0 0.0 0.0
C 0.5174 4.8408 0.0513 0.0 0.0 0.0
H 1.8967 -5.0182 -0.9056 0.0 0.0 0.0
H 0.2249 -6.3825 -1.7202 0.0 0.0 0.0
H -2.2044 -6.5799 -2.1150 0.0 0.0 0.0
H -3.7056 -4.6785 -1.6095 0.0 0.0 0.0
H -2.7584 -2.5808 -0.6907 0.0 0.0 0.0
H 0.3723 -2.2884 0.8258 0.0 0.0 0.0
H 1.6488 -2.0776 -1.3080 0.0 0.0 0.0
H 2.9386 0.0301 -1.8540 0.0 0.0 0.0
H 0.8254 3.5599 -2.2730 0.0 0.0 0.0
H 1.9576 1.9047 0.9509 0.0 0.0 0.0
H 1.5125 2.8301 3.1923 0.0 0.0 0.0
H 0.4429 5.0508 3.4313 0.0 0.0 0.0
H -0.1803 6.3378 1.4139 0.0 0.0 0.0
H 0.2454 5.4083 -0.8303 0.0 0.0 0.0
F -1.1306 1.2573 3.2691 0.1 0.1 0.0
B -1.7501 2.3594 2.9395 -0.1 -0.1 0.0
F -2.1664 3.2242 3.8125 0.0 0.1 0.0

---

Record 3
37
Properties=species:S:1:pos:R:3:forces:R:3 method="wB97M-V/def2-TZVPD" multiplicity=1 relative_energy_kcal_mol=0.00 total_charge=-1 gap_ha=0.266
Be 0.1029 0.2666 0.9257 0.0 0.1 0.1
Cl -0.4949 -2.8041 0.7188 0.0 0.1 0.0
C -1.4827 -1.7078 -0.2310 0.1 -0.2 0.1
C -1.2685 -0.3523 -0.0670 0.2 -0.1 0.2
C -2.0601 0.4620 -0.8470 -0.1 0.4 -0.1
Cl -1.8201 2.1914 -0.7037 -0.1 0.0 0.0
C -3.0097 -0.0065 -1.7469 0.0 -0.1 -0.1
Cl -3.9579 1.0703 -2.7088 0.0 0.0 0.0
C -3.1838 -1.3827 -1.8783 0.0 0.0 0.0
Cl -4.3424 -2.0112 -2.9962 0.0 0.0 0.0
C -2.4132 -2.2493 -1.1095 0.0 0.0 0.0
Cl -2.6121 -3.9582 -1.2747 0.0 0.0 0.0
C 1.2323 -0.3833 4.1122 0.0 0.1 0.1
C 0.6880 0.8824 3.4500 0.3 0.1 0.0
C -0.1038 1.7226 4.4528 0.0 -0.1 -0.1
O -0.1169 0.5560 2.3802 -0.5 -0.1 -0.1
H 1.8729 -0.1435 4.9658 0.0 0.0 0.0
H 1.8108 -0.9682 3.3970 0.0 0.0 -0.1
H 0.4030 -1.0020 4.4610 0.0 0.0 0.0
H 1.5593 1.4847 3.1207 -0.1 0.0 0.0
H -0.9621 1.1489 4.8082 0.0 0.0 0.0
H -0.4793 2.6251 3.9710 0.0 0.0 0.0
H 0.5066 2.0090 5.3130 0.0 0.0 0.0
C 1.6370 0.4568 0.0478 0.2 0.0 0.2
C 1.5269 0.2886 -1.4119 -0.1 0.0 0.0
C 1.2928 1.3769 -2.2607 0.0 0.0 0.0
C 1.0902 1.2101 -3.6200 0.0 0.0 0.0
C 1.1185 -0.0564 -4.1878 0.0 0.0 -0.1
C 1.3567 -1.1486 -3.3649 0.0 -0.1 0.0
C 1.5575 -0.9779 -2.0061 0.0 0.0 0.0
H 2.0486 1.4386 0.3018 0.0 0.0 0.0
H 2.3039 -0.3038 0.4716 0.0 0.0 0.0
H 1.2475 2.3720 -1.8321 0.0 0.0 0.0
H 0.8999 2.0798 -4.2390 0.0 0.0 0.0
H 0.9523 -0.1900 -5.2496 0.0 0.0 0.0
H 1.3768 -2.1492 -3.7826 0.0 0.0 0.0
H 1.7233 -1.8469 -1.3798 0.0 0.0 0.0

---

Record 4
47
Properties=species:S:1:pos:R:3:forces:R:3 method="wB97M-V/def2-TZVPD" multiplicity=1 relative_energy_kcal_mol=13.79 gap_ha=0.258
Ti 1.5717 2.4715 0.6782 -0.2 0.5 -0.1
O -1.7074 3.9887 -1.4409 0.0 0.0 0.0
C -2.6772 3.0966 -1.1292 0.0 0.0 0.0
C -3.9684 3.3731 -1.5677 0.0 0.0 0.0
C -5.0042 2.5039 -1.2777 0.0 0.0 0.0
C -4.7763 1.3514 -0.5355 0.0 0.0 0.0
C -3.4913 1.0796 -0.0994 0.0 0.0 0.0
C -2.4308 1.9294 -0.3999 0.0 0.0 0.0
C -1.0487 1.5314 0.0308 -0.1 0.0 -0.1
O -0.2516 2.6082 0.4600 0.1 -0.1 0.1
N -0.3115 0.9403 -1.0863 0.0 0.0 0.0
N 0.9616 0.5859 -0.6329 0.1 0.0 -0.1
C 1.4154 -0.5232 -1.0735 -0.1 0.0 0.2
C 2.7068 -1.1445 -0.8181 0.0 0.0 0.1
Br 4.1893 -0.0704 -0.3938 0.0 0.1 0.0
C 2.8627 -2.4689 -0.9047 0.0 0.0 0.1
C 1.7712 -3.4417 -1.0671 0.0 0.0 -0.1
C 1.9195 -4.5019 -1.9617 0.0 0.0 0.0
C 0.9058 -5.4314 -2.1192 0.0 0.0 0.0
C -0.2605 -5.3257 -1.3714 0.0 0.0 0.0
C -0.4061 -4.2904 -0.4607 0.0 0.0 0.0
C 0.6045 -3.3531 -0.3072 0.0 0.0 0.0
H -0.9211 3.7912 -0.9113 0.0 0.0 0.0
H -4.1349 4.2827 -2.1293 0.0 0.0 0.0
H -6.0034 2.7353 -1.6239 0.0 0.0 0.0
H -5.5897 0.6814 -0.2938 0.0 0.0 0.0
H -3.2954 0.1927 0.4940 0.0 0.0 0.0
H -1.1247 0.8121 0.8536 -0.1 0.0 0.0
H -0.8117 0.1513 -1.4897 0.0 0.0 0.0
H 0.7584 -1.1296 -1.6982 0.0 0.0 0.0
H 3.8646 -2.8699 -0.7990 0.0 0.0 0.0
H 2.8328 -4.5902 -2.5372 0.0 0.0 0.0
H 1.0276 -6.2451 -2.8218 0.0 0.0 0.0
H -1.0478 -6.0583 -1.4893 0.0 0.0 0.0
H -1.3009 -4.2184 0.1436 0.0 0.0 0.0
H 0.5088 -2.5684 0.4342 0.0 0.0 0.0
Se 3.1147 3.4971 -0.9030 0.0 -0.1 0.0
Se 4.8401 3.2909 0.6992 0.0 0.0 -0.1
Te 3.8509 2.3930 2.9082 0.1 0.0 0.0
Se 5.4517 0.7654 3.3418 0.0 0.0 0.0
F 1.5409 0.1527 4.3591 -0.1 0.0 0.0
Te 0.2467 1.3832 3.8794 0.0 -0.1 0.0
F -0.5046 -0.1100 2.8931 0.0 0.0 0.0
F -0.9123 0.9004 5.2446 0.0 0.1 0.0
F 1.1754 2.4895 5.1545 0.0 0.0 0.0
F 1.5730 3.9051 1.7771 0.0 0.0 0.0
O 2.2862 1.4572 1.9919 0.0 -0.2 0.1

---

Record 5
38
Properties=species:S:1:pos:R:3:forces:R:3 method="wB97M-V/def2-TZVPD" multiplicity=1 gap_ha=0.284
C -8.1892 2.0971 -3.7959 0.0 -0.1 0.0
C -7.1855 1.7307 -2.7460 0.0 0.0 0.1
C -7.5585 0.9914 -1.6306 0.0 0.1 0.0
C -6.6170 0.6322 -0.6880 0.1 0.0 0.0
C -5.2848 1.0015 -0.8384 -0.3 0.1 -0.3
C -4.8918 1.7813 -1.9288 0.0 0.0 0.1
C -5.8589 2.1166 -2.8676 -0.1 -0.1 0.1
H -5.5636 2.7141 -3.7186 0.1 0.1 -0.1
C -3.4929 2.2807 -2.0834 0.1 0.0 -0.1
H -3.0982 2.6222 -1.1278 0.1 0.0 0.1
H -2.8453 1.4793 -2.4383 0.0 0.1 0.0
H -3.4578 3.1015 -2.7948 0.0 0.1 0.0
N -4.3766 0.6249 0.1759 -0.6 0.4 0.5
C -3.2198 -0.0291 -0.0246 1.0 -0.6 0.7
N -2.7079 -0.3736 -1.1572 -1.7 0.7 -0.4
N -1.5371 -0.9840 -1.0631 1.4 -0.7 0.2
C -1.1150 -1.1311 0.1374 -0.4 0.2 0.4
S 0.3740 -1.9004 0.5838 0.4 -0.4 0.1
C 1.2639 -1.7448 -1.0078 -0.5 0.1 0.1
C 1.7948 -0.3294 -1.0681 -0.3 -0.2 -0.3
O 1.2708 0.5290 -1.7404 0.1 -0.1 0.0
C 2.9443 -0.0367 -0.2157 0.7 0.4 0.4
C 3.4926 1.2105 -0.0293 -0.5 -0.5 -0.2
C 4.5954 1.2151 0.8340 0.3 -0.4 0.3
C 4.8793 -0.0397 1.2957 -0.1 -0.2 -0.1
S 3.8049 -1.2430 0.6888 0.2 0.7 0.0
Br 6.2685 -0.5080 2.4623 -0.1 0.0 -0.1
H 5.1583 2.0890 1.1067 0.1 0.1 0.1
H 3.0918 2.0848 -0.5094 -0.1 0.1 -0.1
H 2.0538 -2.4933 -0.9890 0.0 0.0 0.0
H 0.5463 -1.9275 -1.8056 0.2 0.0 0.0
S -2.2030 -0.4858 1.3695 0.0 0.1 -1.0
H -4.7662 0.5512 1.1050 0.1 0.0 -0.2
H -6.9116 0.0533 0.1765 0.0 -0.1 0.1
H -8.5881 0.6929 -1.5000 -0.1 0.0 0.0
H -8.2141 1.3283 -4.5688 -0.1 0.0 -0.1
H -7.9290 3.0407 -4.2697 0.0 0.1 -0.1
H -9.1862 2.1778 -3.3693 -0.1 0.0 0.0

---

Record 6
40
Properties=species:S:1:pos:R:3:forces:R:3 method="wB97M-V/def2-TZVPD" multiplicity=2 relative_energy_kcal_mol=0.00 total_charge=-1 gap_ha="0.254 / 0.234"
Ir 2.7160 2.0276 -0.3412 0.2 -0.1 0.0
Cl -0.2641 3.7456 0.7557 0.0 0.0 0.0
Ge 1.9003 3.7543 1.0829 -0.1 0.0 0.1
Cl 2.3899 5.8664 0.8112 -0.1 -0.1 0.0
Cl 2.0919 3.5211 3.2242 0.0 0.0 -0.1
C -3.6482 1.4080 0.6766 0.0 0.0 0.0
C -2.4931 0.6531 1.2768 0.0 0.0 0.0
C -2.4494 0.4393 2.6490 0.0 0.0 0.0
C -1.3675 -0.2021 3.2340 0.0 0.0 0.0
C -0.3423 -0.6821 2.4424 0.0 0.0 -0.1
C -0.3849 -0.4981 1.0611 0.0 0.0 0.0
N 0.6917 -0.9687 0.2852 -0.1 0.1 0.0
C 0.5783 -1.7179 -0.8696 0.0 -0.1 0.0
C -0.5159 -2.5743 -1.0536 0.1 0.0 0.0
C -0.5917 -3.3981 -2.1604 0.0 0.0 0.0
C 0.4309 -3.4179 -3.1028 0.0 0.0 0.0
C 1.5088 -2.5664 -2.9334 0.0 0.1 0.0
C 1.5768 -1.6882 -1.8576 0.0 0.0 -0.1
C 2.6838 -0.6660 -1.8687 -0.1 -0.1 0.3
O 3.8241 -0.9338 -2.1695 -0.1 0.0 0.0
O 2.2421 0.5525 -1.6053 0.1 0.1 0.1
C -1.4403 0.2107 0.4671 0.1 0.0 0.0
C -1.4076 0.5495 -0.9977 0.0 0.0 0.0
H -4.4347 1.5572 1.4166 0.0 0.0 0.0
H -4.0777 0.8793 -0.1769 0.0 0.0 0.0
H -3.3357 2.3932 0.3204 0.0 0.0 0.0
H -3.2634 0.8026 3.2660 0.0 0.0 0.0
H -1.3265 -0.3334 4.3080 0.0 0.0 0.0
H 0.5128 -1.1871 2.8735 0.0 0.0 0.0
H 1.6130 -0.7566 0.6319 0.1 0.0 0.0
H -1.2904 -2.5973 -0.2970 0.0 0.0 0.0
H -1.4479 -4.0527 -2.2737 0.0 0.0 0.0
H 0.3797 -4.0760 -3.9603 0.0 0.0 0.0
H 2.3139 -2.5354 -3.6571 0.0 0.0 0.0
H -0.3816 0.5819 -1.3624 0.0 0.0 0.0
H -1.8587 1.5260 -1.1753 0.0 0.0 0.0
H -1.9460 -0.1840 -1.6061 0.0 0.0 0.0
Se 4.4633 3.4257 -0.6199 0.1 0.1 0.0
N 3.2650 0.2210 2.1046 0.0 -0.1 0.0
C 3.0855 0.9209 1.2014 -0.2 0.1 -0.3